Entry 1:
Entry from the Open Molecules 2025 dataset: a 2-piece molecular cluster, C8H12ClNO3 overall in a non-equilibrium geometry (wB97M-V/def2-TZVPD).

Properties
Total charge: 0
Gap between HOMO and LUMO (alpha / beta): 7.18 / 8.51 eV
Highest occupied orbital energy (alpha / beta): -0.2415 / -0.3955 Eh
⟨S²⟩: 2.0137
Total energy: -1052.5084 a.u.
2S+1: 3
LUMO (alpha / beta): 0.60 / -2.25 eV

Last column: natural (NBO) charge in e.
Atoms and positions in Å:
1 C -1.4803 -1.8818 0.2988  0.18
2 C -0.3451 0.0810 -0.9184  0.73
3 C 2.8115 -0.5375 2.6077  -0.61
4 C -2.4613 1.7313 -2.8093  -0.63
5 C 1.9397 -0.5887 1.4199  -0.49
6 C -1.6343 1.8768 -1.5084  -0.09
7 C 0.4329 -0.4682 1.6582  -0.17
8 C -0.3506 -1.3059 -0.2886  0.18
9 N -2.4084 -2.3137 0.8070  -0.25
10 O 0.6918 0.3957 -1.4626  -0.61
11 O 0.6968 -2.0696 -0.7017  -0.63
12 O -1.5544 0.6612 -0.7931  -0.48
13 Cl -0.3411 -1.5418 2.7767  0.02
14 H 2.3750 -1.2379 3.3873  0.22
15 H 2.7175 0.4899 2.9421  0.21
16 H 3.8661 -0.8412 2.3449  0.22
17 H -3.4442 1.3545 -2.6467  0.22
18 H -2.4893 2.6466 -3.4274  0.23
19 H -1.8649 1.0389 -3.4354  0.22
20 H 2.1565 -1.5125 0.7726  0.20
21 H 2.0179 0.3194 0.7571  0.22
22 H -2.0948 2.5138 -0.7707  0.19
23 H -0.6854 2.3587 -1.5519  0.21
24 H -0.0716 0.4755 1.5462  0.18
25 H 1.5197 -1.6446 -1.0043  0.53

***

Entry 2:
Entry from the Open Molecules 2025 dataset: an isolated molecule of C8H12ClNOSi in a non-equilibrium geometry (wB97M-V/def2-TZVPD).

Properties
Total charge: 0
Gap between HOMO and LUMO: 9.69 eV
Highest occupied orbital energy: -0.3457 Eh
Total energy: -1191.7186 a.u.
LUMO: 0.28 eV

Last column: natural (NBO) charge in e.
Atoms and positions in Å:
1 C -0.6392 2.5016 0.8756  -0.23
2 O 0.3608 1.6633 0.2792  -0.93
3 Si 0.3005 0.1235 -0.2661  1.87
4 C 1.5247 -0.8556 0.7463  -1.14
5 C 0.8241 0.3356 -2.1140  -1.13
6 C -1.5310 -0.3290 0.0588  -0.20
7 C -1.8784 -1.6177 0.5367  -0.25
8 C -3.2076 -1.8842 0.9986  -0.15
9 C -4.1916 -0.9354 0.7482  -0.28
10 C -3.7299 0.2024 0.0896  0.22
11 Cl -4.9131 1.3170 -0.5601  -0.01
12 N -2.5022 0.5875 -0.0819  -0.46
13 H -0.8607 2.1336 1.9159  0.16
14 H -1.4310 2.3471 0.2455  0.21
15 H -0.1047 3.5584 0.8937  0.18
16 H 2.5105 -0.7272 0.3204  0.25
17 H 1.5170 -0.4607 1.7686  0.26
18 H 1.1329 -1.9859 0.6114  0.23
19 H 1.1647 1.3864 -2.3434  0.26
20 H 1.7034 -0.2494 -2.3946  0.23
21 H 0.0314 0.0755 -2.9035  0.24
22 H -1.1149 -2.3469 0.3972  0.21
23 H -3.4669 -2.8676 1.2682  0.22
24 H -5.2668 -1.2055 0.6476  0.24

***

Entry 3:
Entry from the Open Molecules 2025 dataset: C8H12F12FeO6P2 as an isolated structure in a non-equilibrium geometry (wB97M-V/def2-TZVPD).

Properties
Total charge: 0
Gap between HOMO and LUMO (alpha / beta): 5.30 / 1.63 eV
Highest occupied orbital energy (alpha / beta): -0.3906 / -0.3906 Eh
⟨S²⟩: 6.0136
Total energy: -3908.3062 a.u.
2S+1: 5
LUMO (alpha / beta): -5.33 / -9.00 eV

Last column: natural (NBO) charge in e.
Atoms and positions in Å:
1 Fe -3.3171 3.2389 4.0565  1.37
2 P -3.2333 -1.2877 2.5142  2.59
3 F -1.7682 -1.0312 1.7716  -0.59
4 F -2.5410 -2.3485 3.4577  -0.58
5 F -2.8485 -0.0941 3.4983  -0.63
6 F -4.5389 -1.4453 3.4815  -0.60
7 F -3.9976 -0.2419 1.4675  -0.60
8 F -3.7570 -2.4338 1.3725  -0.59
9 P 0.6215 4.5551 2.5943  2.60
10 F 1.6527 3.7885 1.6614  -0.56
11 F 0.7916 3.3775 3.7302  -0.52
12 F 1.7394 5.2817 3.4474  -0.53
13 F -0.5521 5.1499 3.4944  -0.62
14 F 0.5226 5.9006 1.6946  -0.56
15 F -0.6555 3.7861 1.9743  -0.59
16 C -3.3387 -2.4067 -4.4376  -0.66
17 C -3.6560 -0.9480 -4.2697  0.06
18 C -2.5642 0.0817 -4.2248  -0.09
19 O -2.8531 0.8727 -5.3254  -0.48
20 C -4.0545 0.7104 -5.8272  0.97
21 O -4.6408 1.3386 -6.6666  -0.58
22 O -4.5394 -0.4720 -5.3641  -0.50
23 H -2.7535 -3.0708 -3.8014  0.25
24 H -2.9132 -2.5476 -5.4312  0.22
25 H -4.2641 -2.9744 -4.3414  0.23
26 H -4.2558 -0.6798 -3.4000  0.19
27 H -1.5118 -0.1492 -4.3904  0.20
28 H -2.6525 0.4554 -3.2047  0.19
29 C 3.6161 -1.8640 0.9093  -0.65
30 C 4.9763 -1.9294 1.5449  0.09
31 C 6.0353 -0.9019 0.9986  -0.09
32 O 6.6900 -0.2527 2.1589  -0.44
33 C 5.9706 -0.4024 3.2171  0.99
34 O 6.1215 0.2259 4.2911  -0.35
35 O 5.0188 -1.4482 2.9360  -0.50
36 H 3.5729 -2.0412 -0.1653  0.24
37 H 3.2993 -0.8311 1.0536  0.23
38 H 2.8709 -2.4858 1.4055  0.25
39 H 5.4220 -2.9036 1.3440  0.20
40 H 5.5316 -0.1411 0.4022  0.21
41 H 6.7536 -1.4306 0.3720  0.22

***

Entry 4:
Entry from the Open Molecules 2025 dataset: C8H12F12InN2O12S4 as an isolated structure in a non-equilibrium geometry (wB97M-V/def2-TZVPD).

Properties
Total charge: +1
Gap between HOMO and LUMO: 3.15 eV
Highest occupied orbital energy: -0.4998 Eh
Total energy: -4305.0106 a.u.
LUMO: -10.45 eV

Last column: natural (NBO) charge in e.
Atoms and positions in Å:
1 In -0.2439 0.7698 -0.0640  1.51
2 C 1.9826 -3.2598 -0.8698  0.81
3 F 2.6336 -4.0599 -1.6901  -0.28
4 F 1.8761 -3.9351 0.2703  -0.29
5 F 2.5896 -2.0763 -0.7406  -0.29
6 S 0.2087 -3.0412 -1.6204  2.06
7 O 0.3108 -2.2833 -2.8742  -0.86
8 O -0.2937 -4.4047 -1.7749  -0.81
9 N -0.5965 -2.0373 -0.4070  -1.17
10 S -1.5231 -2.9963 0.4531  2.14
11 O -1.0407 -4.2573 0.8851  -0.81
12 O -1.9154 -2.1802 1.6503  -0.87
13 C -3.1477 -3.2557 -0.6141  0.78
14 F -4.1556 -3.6534 0.2918  -0.31
15 F -3.5011 -2.0258 -1.1472  -0.33
16 F -3.0529 -4.1952 -1.5651  -0.27
17 C 1.9047 5.1947 -0.0637  0.83
18 F 2.9578 6.0617 0.2758  -0.28
19 F 0.7440 5.8074 0.2938  -0.29
20 F 1.7737 4.9816 -1.3707  -0.28
21 S 2.2925 3.4157 0.7622  2.05
22 O 2.4744 2.4973 -0.3572  -0.89
23 O 3.4476 3.6896 1.6460  -0.81
24 N 0.7979 2.9377 1.5205  -1.04
25 S 0.9593 3.5804 2.9638  2.10
26 O 1.5454 2.6730 3.9812  -0.82
27 O 1.4398 4.9576 2.9699  -0.78
28 C -0.9444 3.7241 3.2772  0.78
29 F -1.5376 4.3667 2.3114  -0.29
30 F -1.4132 2.5139 3.4760  -0.30
31 F -1.1190 4.3960 4.3792  -0.29
32 C -2.7078 -0.0060 -3.5779  -0.12
33 C -2.4173 -1.0419 -4.6143  -0.10
34 O -2.7019 -2.4405 -4.2210  -0.71
35 O -1.8586 -0.0874 -2.4043  -0.73
36 H -3.7764 0.0127 -3.3634  0.19
37 H -2.6945 0.8874 -4.2022  0.22
38 H -1.4189 -0.9531 -5.0425  0.21
39 H -2.9972 -0.6594 -5.4543  0.20
40 H -3.5625 -2.6943 -4.5625  0.49
41 H -2.0209 -0.9767 -2.0811  0.50
42 C 2.7817 -0.3350 2.2379  -0.10
43 C 1.5667 -1.1962 2.6258  -0.10
44 O 0.3947 -0.3789 2.5751  -0.75
45 O 2.8055 0.1626 0.8573  -0.75
46 H 3.7094 -0.8677 2.4468  0.20
47 H 2.7346 0.5111 2.9235  0.20
48 H 1.6148 -1.5906 3.6408  0.21
49 H 1.4290 -2.0777 1.9996  0.19
50 H -0.0325 -0.4917 3.4273  0.51
51 H 3.6984 0.3181 0.5410  0.51

***

Entry 5:
Entry from the Open Molecules 2025 dataset: C8H12F18Na3O6P3 as an isolated structure in a non-equilibrium geometry (wB97M-V/def2-TZVPD).

Properties
Total charge: 0
Gap between HOMO and LUMO: 9.96 eV
Highest occupied orbital energy: -0.4205 Eh
Total energy: -4072.9105 a.u.
LUMO: -1.49 eV

Last column: natural (NBO) charge in e.
Atoms and positions in Å:
1 Na -3.9118 1.5873 2.8725  0.98
2 Na 0.7455 -1.1977 2.3905  0.99
3 Na 1.9170 3.5439 0.4249  0.99
4 P -3.1227 3.0838 5.6653  2.60
5 F -1.6814 3.7262 5.8630  -0.57
6 F -3.0633 2.4570 7.1437  -0.58
7 F -3.8085 4.4426 6.1665  -0.58
8 F -4.6077 2.4061 5.4679  -0.62
9 F -3.2327 3.5930 4.1089  -0.63
10 F -2.4663 1.7047 5.0442  -0.62
11 P -0.7360 1.5562 1.1051  2.60
12 F -0.6460 2.1838 -0.3985  -0.60
13 F -2.3496 1.4379 0.9177  -0.61
14 F -0.5356 0.0528 0.5054  -0.60
15 F -0.8150 0.9350 2.5710  -0.58
16 F 0.8979 1.6072 1.1789  -0.62
17 F -0.8565 3.0192 1.6983  -0.56
18 P 2.7272 2.4736 4.2386  2.60
19 F 4.2463 3.0398 4.1086  -0.59
20 F 2.1828 3.8131 3.4680  -0.61
21 F 2.9713 1.7505 2.7548  -0.64
22 F 1.2532 1.8694 4.2767  -0.59
23 F 3.2859 1.1126 4.9311  -0.60
24 F 2.5625 3.1867 5.6311  -0.57
25 C -1.4812 1.1974 -4.2475  -0.65
26 C -0.4323 0.2301 -3.7934  0.06
27 C -1.0273 -0.8698 -2.8802  -0.09
28 O -1.0446 -2.0286 -3.7298  -0.50
29 C -0.3281 -1.8033 -4.8514  0.97
30 O -0.1139 -2.6156 -5.6877  -0.58
31 O 0.0695 -0.5154 -4.9273  -0.49
32 H -1.1938 1.7983 -5.1163  0.23
33 H -1.7171 1.9679 -3.5047  0.23
34 H -2.4465 0.7630 -4.5177  0.22
35 H 0.4281 0.6955 -3.3198  0.20
36 H -2.0489 -0.6418 -2.6012  0.21
37 H -0.3663 -1.0189 -2.0316  0.20
38 C 1.1096 -4.9859 -3.5512  -0.65
39 C 1.7911 -4.3788 -2.3493  0.07
40 C 2.4152 -2.9896 -2.5451  -0.09
41 O 2.1378 -2.3504 -1.2942  -0.49
42 C 1.1600 -3.0107 -0.6518  1.00
43 O 0.5745 -2.5754 0.2934  -0.67
44 O 0.8786 -4.1740 -1.2338  -0.47
45 H 0.0530 -4.7167 -3.5935  0.25
46 H 1.0892 -6.0752 -3.5158  0.23
47 H 1.6161 -4.6716 -4.4628  0.24
48 H 2.5338 -5.0697 -1.9394  0.19
49 H 1.9046 -2.4815 -3.3653  0.19
50 H 3.4824 -3.0643 -2.7168  0.21

***

Entry 6:
Entry from the Open Molecules 2025 dataset: a 2-piece molecular cluster, C8H12F3NP overall in a non-equilibrium geometry (wB97M-V/def2-TZVPD).

Properties
Total charge: +1
Gap between HOMO and LUMO (alpha / beta): 8.64 / 5.79 eV
Highest occupied orbital energy (alpha / beta): -0.4940 / -0.4751 Eh
Total energy: -1007.3809 a.u.
LUMO (alpha / beta): -4.80 / -7.14 eV

Last column: natural (NBO) charge in e.
Atoms and positions in Å:
1 C -1.4169 -0.8709 -1.4555  -0.28
2 C -1.8873 -0.3988 -0.2879  -0.05
3 C -0.0162 -1.1652 -1.6303  0.26
4 C -1.0674 -0.2277 0.9502  -0.58
5 C -1.6670 0.7403 1.9604  -0.61
6 C 1.8470 -0.6040 1.6569  -0.95
7 C 1.4680 3.4865 0.0588  -0.32
8 C 0.3869 -2.0666 -2.7962  0.94
9 N 0.9364 -0.7721 -0.8670  -0.74
10 F -0.2266 -1.7125 -3.9242  -0.30
11 F 1.6915 -2.0508 -3.0063  -0.29
12 F 0.0270 -3.3302 -2.5219  -0.30
13 P 0.7054 0.1751 0.4625  1.37
14 H -2.0731 -1.0532 -2.2936  0.26
15 H -2.9427 -0.1826 -0.1878  0.24
16 H -0.9936 -1.2231 1.4259  0.28
17 H -1.6965 1.7533 1.5638  0.22
18 H -1.0833 0.7446 2.8794  0.23
19 H -2.6842 0.4391 2.2099  0.24
20 H 1.9223 -0.0049 2.5614  0.26
21 H 2.8266 -0.6780 1.1825  0.28
22 H 1.4959 -1.6072 1.9008  0.27
23 H 2.3523 3.3748 0.6564  0.19
24 H 0.5636 3.8428 0.5092  0.19
25 H 1.5317 3.3914 -1.0077  0.19